Molecular formula: C20H37AlN2O5PSi
Method: DFT, the ωB97M-V functional and the def2-TZVPD basis

Calculated values
- E_HOMO (eV) = -16.557
- frontier orbital gap (eV) = 1.9
- net charge = +3

Last column: Mulliken charge in e.
Element x y z (Å)
C1 -2.5285 1.7318 3.5047  -0.694
C2 -2.7455 0.0756 3.4315  0.113
N1 -1.7153 -0.5504 4.3455  -0.197
O1 -1.1034 -1.6228 3.7550  -0.119
C3 -0.0277 -1.0884 2.8549  0.259
O2 0.4748 0.1142 3.2540  -0.482
N2 0.3942 -1.8224 1.5997  0.615
C4 -0.8048 -2.5502 1.0301  -0.489
C5 -0.4500 -3.4496 -0.3303  -0.857
C6 0.0378 -2.5120 -1.5904  0.324
C7 1.4798 -2.9376 -2.2425  -0.757
C8 2.2773 -1.7357 -3.0200  -0.767
C9 2.4906 -0.3655 -2.0847  0.313
C10 1.9246 0.8787 -3.0081  -0.686
C11 1.9527 2.3434 -2.2741  -0.526
Si1 0.4142 2.7438 -1.1846  -0.012
C12 0.3003 4.6056 -0.6277  -0.369
C13 0.6696 1.7329 0.4802  -0.001
C14 -1.2659 2.0665 -1.9190  0.601
C15 -2.4196 1.6714 -0.7923  0.182
C16 -3.8443 1.0464 -1.3203  -0.406
C17 -4.1221 0.8119 -2.9190  -0.234
C18 -3.0095 1.2309 -4.0473  -0.481
C19 -1.5765 1.8583 -3.5152  -0.136
C20 1.5561 -2.7629 1.8284  -0.335
P1 2.9360 -2.0930 2.9653  0.850
O3 4.2894 -2.9465 2.7855  -0.584
O4 3.3946 -0.4317 2.5484  -0.433
O5 2.4329 -2.2799 4.6225  -0.452
H1 -3.1516 2.2368 4.3578  0.364
H2 -2.8006 2.2637 2.4811  0.159
H3 -1.3926 1.9806 3.7211  0.163
H4 -2.6362 -0.2011 2.2975  -0.224
H5 -3.8679 -0.2038 3.7257  0.434
H6 -2.2725 -0.8793 5.1894  0.364
H7 -1.6270 -1.7639 0.6756  0.067
H8 -1.3065 -3.3187 1.7824  0.426
H9 -1.4878 -3.9555 -0.6336  0.375
H10 0.2761 -4.3567 -0.0944  0.357
H11 -0.0379 -1.3874 -1.2785  -0.421
H12 -0.7746 -2.6726 -2.4499  0.437
H13 1.2363 -3.7627 -3.0707  0.366
H14 2.1943 -3.4993 -1.4700  0.283
H15 3.3353 -2.1420 -3.3142  0.329
H16 1.7218 -1.4846 -4.0441  0.326
H17 1.9410 -0.5002 -1.0605  -0.477
H18 3.6537 -0.2711 -1.9129  0.479
H19 0.8818 0.5441 -3.4195  0.148
H20 2.6410 0.9656 -3.9577  0.342
H21 2.1320 3.1721 -3.1015  0.356
H22 2.9048 2.3935 -1.5620  0.359
H23 1.2123 4.7621 0.1268  0.110
H24 0.4653 5.3720 -1.4964  0.539
H25 -0.6684 4.8137 0.0226  0.103
H26 1.7388 1.9357 0.9219  0.440
H27 -0.2068 2.0296 1.2259  -0.155
H28 0.4917 0.6057 0.1747  -0.354
H29 -2.2027 1.8380 0.3472  -0.191
H30 -4.6480 0.7722 -0.5102  0.390
H31 -5.1357 0.3354 -3.2696  0.420
H32 -3.1368 1.1026 -5.2166  0.389
H33 -0.7152 2.1488 -4.2792  0.357
H34 2.0690 -2.9740 0.7712  -0.054
H35 1.1321 -3.8121 2.1965  0.424
H36 3.3503 -0.3687 1.5367  0.334
H37 2.9591 -1.6104 5.1677  0.371
Al1 0.3203 6.1292 1.2895  0.623